The ion C6H12NO with charge +1 in a non-equilibrium geometry. Source: the OMol25 dataset; level of theory: wB97M-V/def2-TZVPD.

Structure (XYZ):
```
20
Properties=species:S:1:pos:R:3:forces:R:3
O 3.069 0.694 0.276 -0.92 0.79 0.28
N -0.386 1.036 -0.492 -0.06 -1.25 -0.53
C -1.158 -1.276 -0.830 -0.48 1.36 -0.67
C 1.883 0.596 0.122 1.21 -0.58 -0.17
C 1.180 -0.691 -0.182 0.13 1.26 -1.09
C -0.871 -0.462 1.480 0.57 5.38 -0.09
C 0.866 1.732 -0.108 0.88 2.46 -1.13
C -0.273 -0.358 0.082 -1.70 -2.95 -2.57
H -0.531 0.960 -1.480 1.05 -0.47 -1.35
H -1.325 -2.238 -0.490 0.65 -2.18 1.50
H -0.852 -1.495 -1.877 0.02 0.98 0.51
H 1.510 -0.784 -1.321 -1.23 -0.48 2.15
H -0.467 -1.191 2.031 1.11 -3.53 1.59
H -1.951 -0.419 1.495 -0.17 -0.36 -0.17
H 1.460 -1.503 0.433 0.83 -0.94 0.24
H 0.599 2.288 0.816 0.83 0.12 -0.77
H -1.332 1.325 -0.349 -0.64 1.51 1.68
H -2.210 -0.997 -0.740 -0.09 0.81 -0.63
H 1.326 2.365 -1.035 -1.47 -1.07 2.54
H -0.535 0.416 2.169 -0.53 -0.89 -1.32
```
Positions in Å, forces in eV/Å.

Multiplicity: 1
SMILES string: CC1(C)CC(=O)C[NH2+]1
E_HOMO, Ha: -0.5212
LUMO level, eV: -3.50
Total charge: +1
ΔE to the lowest compared entry with this formula, charge and spin, kcal/mol: 29.58